[1]
# C11H15N

A 2-piece molecular cluster, C11H15N overall (the ωB97M-V functional and the def2-TZVPD basis, OMol25).

For the frontier orbital gap, the calculation gives 8.8951 eV. The charge is 0. Its strongest force on any atom is 0.0470 Eh/bohr. The SMILES is Cc1c[nH]c2ccccc12.CC. Its calculated total energy is -13139.5971 eV.

Geometry as XYZ:
```
27
Properties=species:S:1:pos:R:3:forces:R:3:lowdin_charge:R:1
C 2.546231 0.374960 -1.677975 2.2 -1.0 0.2 -0.05
C 2.357024 -0.924173 -0.965374 -1.8 -0.3 0.5 -0.23
C 2.977060 -2.132760 -0.934253 1.0 0.3 0.1 -0.07
N 2.313338 -3.051015 -0.124772 0.2 1.2 0.4 0.07
C 1.222425 -2.375278 0.415410 0.2 -1.7 0.0 -0.22
C 0.212245 -2.906347 1.232129 -0.4 0.7 -1.3 -0.02
C -0.983709 -2.216660 1.162184 -0.7 -0.1 1.4 -0.10
C -1.144165 -0.939707 0.581120 1.4 -0.4 0.0 -0.08
C -0.014675 -0.377060 0.024348 0.2 0.8 -0.7 -0.03
C 1.179137 -1.094713 -0.122195 -0.3 -0.6 -0.1 -0.15
H 3.418407 0.269846 -2.339056 -0.2 0.2 0.0 0.08
H 2.855470 1.077243 -0.900810 -0.5 0.6 -0.4 0.09
H 1.702840 0.653447 -2.291816 -0.3 0.3 0.2 0.08
H 4.008929 -2.340250 -1.179653 -0.2 -0.2 -0.7 0.12
H 2.426172 -4.048560 -0.236462 -0.1 0.3 0.4 0.15
H 0.315841 -3.849792 1.742711 -0.1 -0.1 0.0 0.10
H -1.822530 -2.634801 1.715220 0.0 0.0 -0.1 0.10
H -2.074492 -0.397662 0.589007 -0.1 -0.2 0.1 0.08
H -0.016648 0.605097 -0.433649 -0.4 0.1 0.1 0.10
C -2.794081 3.893843 0.957396 -0.6 -0.2 0.3 -0.16
C -2.576657 2.664522 0.085047 0.4 0.5 -2.3 -0.17
H -3.266168 3.715334 1.927543 0.6 -0.5 0.2 0.06
H -1.839722 4.400613 1.079889 -0.3 0.4 0.2 0.06
H -3.576173 4.526087 0.527572 0.6 0.3 -0.4 0.06
H -3.167504 2.758540 -0.841018 -0.6 -0.4 0.6 0.07
H -2.638776 1.660258 0.460626 -0.4 -0.1 0.6 0.03
H -1.619817 2.688989 -0.453168 0.4 0.2 0.7 0.06
```
Positions in Å, forces in eV/Å.



[2]
# C11H15N

A 2-piece molecular cluster, C11H15N overall (the ωB97M-V functional and the def2-TZVPD basis, OMol25).

For the frontier orbital gap, the calculation gives 8.7403 eV. The charge is 0. Its strongest force on any atom is 0.0940 Eh/bohr. The SMILES is Cc1c[nH]c2ccccc12.CC. Its calculated total energy is -13139.0297 eV.

Geometry as XYZ:
```
27
Properties=species:S:1:pos:R:3:forces:R:3:lowdin_charge:R:1
C 3.003579 2.538801 0.629949 0.9 -1.3 -0.1 -0.06
C 1.620068 2.157020 0.307979 -4.8 0.6 0.4 -0.23
C 0.462303 2.978194 0.185942 2.5 0.1 0.0 -0.08
N -0.774821 2.340665 0.405776 0.3 -0.1 -2.7 0.04
C -0.437429 0.967769 0.461049 1.2 0.7 0.5 -0.19
C -1.376130 -0.068518 0.541661 1.3 1.7 -0.9 -0.05
C -0.816715 -1.297644 0.609970 2.1 -1.4 -0.2 -0.11
C 0.632527 -1.463178 0.567313 -2.2 -2.9 1.1 -0.08
C 1.533728 -0.433452 0.573084 0.0 -1.0 0.2 -0.07
C 1.034991 0.831522 0.501078 -3.0 1.9 -0.4 -0.14
H 3.374906 3.439979 0.175018 -0.1 0.4 -0.3 0.06
H 3.658761 1.688115 0.252777 -0.4 1.1 0.9 0.10
H 3.032227 2.690393 1.728065 0.5 -0.4 -0.5 0.10
H 0.560925 4.041885 -0.050127 -0.5 -0.3 0.3 0.11
H -1.580336 2.601751 -0.275167 1.9 -0.5 1.8 0.19
H -2.384596 0.186332 0.271004 -0.6 -0.3 0.6 0.11
H -1.425084 -2.193385 0.687655 0.1 0.1 -0.2 0.09
H 0.898402 -2.577148 0.673650 0.2 2.0 -0.3 0.12
H 2.580633 -0.595043 0.679262 0.7 -0.3 -0.2 0.10
C -2.560203 -2.918638 -1.927060 1.0 0.9 0.7 -0.19
C -1.581822 -4.057862 -1.734152 2.6 0.1 -2.3 -0.18
H -2.043445 -2.007421 -2.247939 0.0 0.0 0.3 0.07
H -3.242981 -3.118496 -2.703930 -0.8 -0.6 -1.1 0.04
H -3.185094 -2.692325 -1.070778 0.2 0.1 0.4 0.06
H -2.021732 -4.903489 -1.330727 -1.2 -1.7 0.9 0.02
H -0.617178 -3.938359 -1.113015 -1.5 0.5 -1.1 0.08
H -1.271039 -4.411545 -2.817050 -0.2 0.7 2.1 0.10
```
Positions in Å, forces in eV/Å.